Record 1
The following is a quantum chemistry calculation of a molecular structure, C51H47F5FeN7O5S at a distorted geometry, from the OMol25 dataset.

E, eV: -133124.083
Relative energy (zero: lowest compared OMol25 entry of this formula, charge and spin), kJ/mol: 470.4
Kohn-Sham gap (spin up / spin down), eV: 5.26 / 5.41
Multiplicity: 6

```
117
Properties=species:S:1:pos:R:3:forces:R:3:lowdin_spin:R:1
Fe -0.9429 -0.4145 2.0139 0.96 -1.02 0.58 3.357
C 0.3311 -4.5662 -11.1813 -0.11 0.13 -0.20 0.000
O 0.8407 -5.1341 -9.9986 0.08 -0.11 0.34 0.000
C 0.4932 -4.6086 -8.7954 -0.01 -0.06 0.21 0.000
C 0.9971 -5.2840 -7.6809 0.03 0.01 -0.20 0.000
C 0.7342 -4.8327 -6.4086 -0.16 0.20 -0.10 0.000
C -0.0426 -3.6872 -6.1972 0.07 -0.24 -0.64 0.000
C -0.5712 -3.0401 -7.3127 0.12 -0.14 0.37 0.000
C -0.3104 -3.4889 -8.5954 0.07 -0.13 -0.35 0.000
C -0.2529 -3.1674 -4.8621 -0.23 0.28 0.51 0.001
N -1.1350 -2.2538 -4.4910 -0.14 -0.04 -0.58 0.002
C -0.9243 -2.0307 -3.1695 1.02 -0.95 0.77 0.006
C 0.1211 -2.8171 -2.7275 -0.92 0.73 -0.37 0.000
N 0.5252 -3.5479 -3.8069 -0.06 0.05 -0.04 0.000
C 0.5376 -2.8970 -1.3666 0.33 0.06 0.71 0.002
C 1.2671 -3.9548 -0.8307 -0.20 0.31 0.10 -0.003
C 1.4305 -4.0321 0.5388 -0.13 0.13 0.01 0.003
C 0.7926 -3.0879 1.3254 0.06 -0.33 0.09 0.005
N 0.1342 -2.0589 0.8112 -0.80 0.15 0.00 0.076
C 0.0584 -1.8987 -0.5047 0.37 -0.68 0.07 0.005
C -0.6857 -0.6799 -0.9780 -0.09 -0.89 -0.79 0.071
N -1.3925 -0.1965 0.1489 0.60 0.63 -0.21 0.521
C -0.8381 1.7974 -1.0660 -0.18 -0.17 0.24 0.035
C -1.5336 2.4200 -2.2356 0.06 0.13 -0.22 0.006
C -1.5905 1.5830 -3.2606 0.16 0.11 0.02 0.012
C -1.4957 -0.9097 -2.3643 0.22 0.23 0.04 0.083
H 0.7053 -5.1931 -11.9904 -0.07 0.10 0.05 0.000
H 0.6868 -3.5413 -11.3270 -0.02 -0.03 0.05 0.000
H -0.7629 -4.5756 -11.1938 0.03 0.00 0.01 0.000
H 1.5968 -6.1660 -7.8439 0.05 -0.09 -0.02 0.000
H 1.1232 -5.3971 -5.5742 0.05 -0.06 0.09 0.000
H -1.1867 -2.1692 -7.1573 -0.07 0.14 0.00 0.000
H -0.7303 -2.9564 -9.4341 -0.03 0.05 -0.09 0.000
H 1.3155 -4.1683 -3.8323 -0.03 0.03 -0.08 0.000
H 1.6686 -4.7195 -1.4807 0.04 -0.08 -0.01 0.000
H 2.0100 -4.8180 0.9963 -0.01 -0.06 0.06 0.000
H 0.8082 -3.1531 2.4039 0.07 0.03 0.06 0.001
H -0.1960 2.4802 -0.5058 0.00 -0.05 0.08 0.001
H -1.9852 3.3976 -2.2031 -0.11 0.15 -0.03 0.000
H -2.0890 1.7411 -4.1991 -0.19 0.15 -0.17 0.002
C -3.0934 1.4446 5.7909 0.05 -0.01 -0.04 0.000
C -1.6392 1.6659 6.0562 0.10 0.26 -0.36 0.001
C -1.1145 1.5543 7.3307 0.19 0.02 0.05 0.000
C 0.2321 1.7585 7.5722 0.00 0.04 -0.03 0.002
C 1.0756 2.0948 6.5286 -0.05 0.02 0.13 0.000
C 0.5898 2.2270 5.2408 -0.27 0.06 -0.30 0.001
C 1.4659 2.5833 4.0755 -0.06 -0.01 0.11 0.000
C -0.7784 2.0129 5.0065 0.50 0.21 1.57 -0.001
N -1.2128 2.0664 3.7024 -0.52 0.06 -1.51 0.005
C -1.6853 3.0734 3.0920 0.53 -0.07 1.75 0.002
C -1.9398 4.4149 3.7202 0.06 -0.12 0.07 0.001
C -1.9476 2.8943 1.6536 0.20 -0.83 -1.05 0.002
C -2.2866 4.1060 0.8366 0.07 -0.36 -0.19 0.002
N -1.7764 1.7023 1.2391 -0.20 0.10 0.70 0.055
C -1.8806 1.1445 -0.0733 -0.43 0.44 -0.43 0.077
C -3.3057 1.0203 -0.5875 -0.29 -0.04 0.28 0.380
C -4.3849 1.8612 0.0149 0.14 0.09 -0.10 0.058
C -3.6861 0.0185 -1.4718 -0.08 -0.03 -0.20 0.018
C -2.9570 -0.8584 -2.2411 -0.33 -0.10 0.04 0.332
C -0.8010 0.3611 -2.9840 0.05 0.00 -0.05 0.029
C -0.0577 0.6075 -1.6671 0.32 0.17 -0.31 0.039
C 1.4393 0.7944 -1.7720 -0.05 -0.08 0.11 0.007
H -3.5850 1.0809 6.6881 -0.11 -0.05 0.03 0.000
H -3.2193 0.7138 4.9949 -0.11 -0.10 -0.09 0.000
H -3.5809 2.3719 5.4858 -0.11 0.04 -0.05 0.000
H -1.7722 1.3020 8.1470 -0.12 -0.10 0.11 0.000
H 0.6264 1.6545 8.5703 0.04 -0.03 0.13 0.000
H 2.1268 2.2580 6.7185 0.12 -0.02 -0.04 0.000
H 2.5202 2.5328 4.3426 0.03 -0.02 -0.04 0.000
H 1.2548 3.5948 3.7251 0.02 0.14 -0.07 0.000
H 1.2687 1.8988 3.2478 0.16 0.02 -0.03 0.000
H -1.5936 4.4129 4.7519 -0.03 -0.01 0.01 0.000
H -3.0072 4.6361 3.7028 -0.07 0.08 0.02 0.000
H -1.4268 5.2082 3.1785 0.01 0.06 -0.01 0.000
H -3.2079 4.5650 1.1883 -0.07 0.04 0.05 0.000
H -2.3957 3.8400 -0.2079 -0.08 0.09 -0.03 0.000
H -1.4899 4.8432 0.9297 0.04 0.04 0.02 0.000
H -4.1955 2.0638 1.0667 -0.13 0.03 0.03 0.007
H -5.3407 1.3495 -0.0601 -0.07 0.01 -0.04 0.003
H -4.4706 2.8157 -0.5144 -0.11 0.08 0.07 0.022
H -4.7599 -0.0725 -1.5945 -0.05 0.01 -0.03 -0.006
H -3.5007 -1.5613 -2.8519 -0.16 -0.07 -0.11 0.019
H -0.1812 0.0866 -3.8374 0.02 -0.05 0.11 0.002
H 1.8087 0.3549 -2.6969 0.06 -0.05 -0.05 0.000
H 1.9471 0.3015 -0.9502 0.12 0.11 0.04 0.001
H 1.6969 1.8529 -1.7725 0.02 0.09 -0.05 0.002
C 5.9180 4.3713 0.8441 0.03 -0.02 0.05 0.000
C 5.1781 3.0864 1.0763 0.06 -0.10 0.00 0.000
C 5.8707 1.9277 1.4225 -0.12 0.12 -0.04 0.000
C 5.1981 0.7367 1.6436 0.05 -0.03 0.06 0.000
C 3.8235 0.7031 1.5163 -0.19 -0.70 -0.07 0.000
C 3.1187 1.8347 1.1515 0.11 0.10 0.04 0.000
C 3.7956 3.0230 0.9413 0.01 -0.09 0.02 0.000
S 2.8966 -0.8433 1.6382 -0.82 1.45 0.88 0.003
O 3.7201 -1.8331 2.2895 0.23 0.02 0.08 0.000
O 2.5537 -1.1164 0.2609 0.04 0.04 -0.17 0.000
N 1.5943 -0.4176 2.5149 0.22 -0.24 -2.44 0.021
C 1.7375 -0.7184 3.8850 -0.67 -0.25 1.60 0.005
C 0.3484 -0.9692 4.5839 3.81 -0.07 0.40 0.006
O 0.3481 -1.2606 5.7577 -0.67 0.00 0.06 -0.003
O -0.6545 -0.8409 3.8231 -2.77 0.04 -1.39 0.023
H 6.7216 4.2252 0.1234 0.04 0.06 -0.05 0.000
H 6.3689 4.7282 1.7698 0.04 0.05 0.04 0.000
H 5.2525 5.1482 0.4748 -0.01 0.05 -0.05 0.000
H 6.9484 1.9613 1.5020 0.10 -0.01 0.05 0.000
H 5.7239 -0.1706 1.9028 0.06 -0.05 0.04 0.000
H 2.0484 1.7642 1.0340 -0.14 0.08 0.03 0.000
H 3.2490 3.9111 0.6584 -0.07 0.13 -0.03 0.000
H 2.1700 0.1134 4.4542 0.16 -0.09 0.17 0.001
H 2.3669 -1.6026 4.0513 -0.23 0.17 0.21 0.000
F -3.8618 -0.6762 1.7334 0.83 -0.32 -0.06 -0.035
C -2.8392 -1.4300 2.2726 -1.44 0.98 1.23 -0.197
F -3.1834 -1.5382 3.5944 0.68 -0.01 -1.06 -0.046
C -2.9244 -2.8303 1.6783 0.58 -1.72 -0.79 -0.023
F -1.9634 -3.6114 2.1984 -0.14 0.34 0.25 0.000
F -4.0853 -3.4785 1.8796 0.11 0.81 0.26 -0.010
F -2.7295 -2.8242 0.3485 -0.13 0.44 0.10 0.006
```
Positions in Å, forces in eV/Å.

=====

Record 2
The following is a quantum chemistry calculation of a molecular structure, C21H26N6O2PdSSi, from the OMol25 dataset.

Net charge: -2
E, eV: -57428.893
Relative energy (zero: lowest compared OMol25 entry of this formula, charge and spin), kJ/mol: 0.0
Kohn-Sham gap, eV: 5.11

```
58
Properties=species:S:1:pos:R:3:forces:R:3:lowdin_charge:R:1
Pd 0.5432 -0.0299 0.2786 -0.09 0.32 -0.02 0.517
N -7.8101 1.7226 0.4278 0.04 -0.03 0.00 0.058
C -6.6570 0.9020 0.3430 0.00 0.01 -0.01 -0.343
C -5.5768 1.2884 -0.4475 -0.02 -0.01 0.02 -0.047
C -4.4634 0.4719 -0.5564 0.01 0.02 -0.02 -0.053
C -4.4206 -0.7386 0.1188 0.11 -0.13 0.05 -0.281
C -5.4881 -1.1296 0.9076 -0.03 0.03 -0.01 -0.072
C -6.6076 -0.3151 1.0142 0.02 -0.01 0.00 -0.052
S -2.9497 -1.7530 -0.0042 -0.11 0.00 -0.02 0.554
O -3.3114 -3.0621 0.4971 -0.01 0.09 0.04 -0.343
O -2.5611 -1.6813 -1.3927 0.05 0.07 -0.03 -0.343
N -1.8545 -0.9743 0.8428 0.27 -0.05 -0.15 -0.122
C -1.9380 -0.8625 2.1765 -0.09 -0.01 0.27 -0.465
N -0.8829 -0.2303 2.7599 0.10 -0.16 -0.08 0.098
C -0.8483 -0.1724 4.0686 -0.16 0.03 0.03 -0.172
C -1.8580 -0.6880 4.8821 0.06 0.04 0.03 -0.107
C -2.9325 -1.2300 4.2017 -0.06 0.00 -0.02 -0.183
N -3.0042 -1.3194 2.8853 0.02 0.02 -0.10 0.115
H -7.5871 2.6981 0.2930 -0.01 0.01 0.01 0.069
H -8.2906 1.6046 1.3080 -0.01 0.02 0.00 0.067
H -5.6095 2.2377 -0.9725 0.00 0.00 0.00 0.101
H -3.6129 0.7665 -1.1586 -0.01 0.00 0.00 0.117
H -5.4166 -2.0677 1.4404 0.00 0.00 0.00 0.102
H -7.4460 -0.6199 1.6331 0.00 0.00 0.00 0.098
H 0.0169 0.3286 4.4992 0.01 -0.02 0.00 0.099
H -1.8196 -0.6416 5.9617 0.01 0.00 0.00 0.070
H -3.7960 -1.6112 4.7463 0.01 0.00 0.01 0.091
C 3.2274 1.4239 -0.1699 -0.04 0.01 -0.03 -0.126
C 1.7743 1.4844 0.1895 0.04 0.09 -0.02 -0.633
N 0.9238 2.2761 0.5074 -0.04 -0.14 0.03 -0.018
H 3.4235 2.0717 -1.0287 0.01 -0.01 0.00 0.054
H 3.5101 0.4013 -0.4132 0.01 0.00 0.01 0.035
H 3.8284 1.7768 0.6715 0.01 -0.01 0.00 0.054
C 0.6706 -0.4533 -2.9838 0.04 -0.06 0.07 -0.194
Si 1.5933 -1.9051 -2.2089 -0.03 0.10 -0.04 0.361
C 3.2294 -1.9771 -3.2042 -0.03 -0.01 0.07 -0.200
C 0.6295 -3.4805 -2.6117 0.02 0.04 -0.04 -0.178
N 1.7841 -1.6619 -0.5314 0.05 -0.35 0.02 -0.155
C 2.4353 -2.4957 0.3143 -0.10 0.18 -0.01 -0.387
C 3.2344 -3.6056 -0.0800 0.01 -0.04 0.00 -0.078
C 3.8935 -4.4059 0.8396 0.00 0.00 -0.03 -0.156
C 3.8081 -4.1687 2.2061 0.01 -0.01 0.01 -0.176
C 3.0204 -3.0935 2.6252 -0.01 0.01 -0.02 -0.143
C 2.3572 -2.2886 1.7229 0.07 -0.03 -0.01 -0.064
H 0.0341 -0.7866 -3.8095 0.02 0.01 0.00 0.017
H 1.3635 0.3058 -3.3602 0.01 -0.01 0.02 0.013
H 0.0454 0.0198 -2.2217 -0.08 -0.04 -0.06 -0.010
H 3.0232 -1.9298 -4.2794 -0.04 -0.01 0.01 0.009
H 3.8295 -2.8701 -3.0160 0.00 0.00 0.00 -0.002
H 3.8398 -1.1053 -2.9466 0.00 -0.01 0.00 0.012
H 0.5426 -3.6250 -3.6945 0.00 -0.01 0.01 0.013
H -0.3778 -3.3854 -2.1971 0.01 -0.01 0.00 0.017
H 1.0968 -4.3706 -2.1821 -0.01 0.02 0.02 0.011
H 3.3265 -3.8433 -1.1327 0.00 0.02 -0.01 0.062
H 4.4867 -5.2403 0.4739 0.00 0.00 0.00 0.079
H 4.3235 -4.8016 2.9193 0.00 0.00 0.00 0.064
H 2.9152 -2.8861 3.6865 0.00 0.00 0.00 0.082
H 1.7373 -1.4632 2.0591 -0.02 0.01 0.01 0.063
```
Positions in Å, forces in eV/Å.

=====

Record 3
The following is a quantum chemistry calculation of a molecular structure, C4H14N4 at a distorted geometry, from the OMol25 dataset.

E, eV: -10332.909
Relative energy (zero: lowest compared OMol25 entry of this formula, charge and spin), kJ/mol: 279.4
Kohn-Sham gap, eV: 7.50

```
22
Properties=species:S:1:pos:R:3:forces:R:3:lowdin_charge:R:1
C 0.2146 -1.2113 2.0601 -0.26 0.16 0.00 -0.216
C 0.6223 -2.1495 -0.0903 -0.22 0.11 -0.17 -0.219
N 0.1530 -1.0009 0.6382 -0.88 0.95 -0.74 -0.282
H -0.7928 -0.2259 0.0997 2.07 -1.58 1.33 0.136
H -0.1738 -0.3343 2.5936 0.00 -0.11 -0.06 0.056
H 0.5645 -1.9589 -1.1697 0.00 -0.05 0.07 0.053
H -0.3621 -2.0877 2.4053 -0.02 -0.01 0.05 0.060
H 1.2509 -1.3649 2.4186 -0.10 0.01 -0.16 0.065
H 0.0389 -3.0663 0.1069 0.05 -0.09 -0.01 0.061
H 1.6799 -2.3889 0.1328 -0.16 0.07 0.06 0.065
C 0.0444 1.5680 -0.4453 -1.53 -0.86 0.32 -0.450
N 0.3948 2.2174 0.6915 -0.18 -0.25 -1.19 0.154
N 0.9951 1.3590 -1.3851 0.39 -0.05 -0.11 0.149
N -1.7808 0.6777 -1.8619 0.03 -0.58 -0.72 -0.003
C -1.2580 0.9951 -0.5818 0.58 2.03 0.21 -0.291
H 0.7148 0.7141 -2.1108 0.00 -0.04 0.14 0.092
H 1.9195 1.1551 -1.0259 -0.05 0.11 -0.12 0.109
H 1.3834 2.2580 0.8980 -0.55 0.31 0.57 0.112
H -0.3759 2.4931 1.2845 0.76 -0.09 0.29 0.113
H -1.8248 -0.3166 -2.0427 0.05 0.09 -0.15 0.067
H -1.4000 1.1769 -2.6548 -0.10 -0.02 0.07 0.065
H -2.0080 1.4907 0.0389 0.12 -0.09 0.33 0.102
```
Positions in Å, forces in eV/Å.

=====

Among the records above, which one has the lowest relative energy (zero: lowest compared OMol25 entry of this formula, charge and spin)?
C21H26N6O2PdSSi

=====

Which formula does entry 2 have?
C21H26N6O2PdSSi

=====

Which value of relative energy (zero: lowest compared OMol25 entry of this formula, charge and spin) does entry 3 give?
279.4 kJ/mol

=====

What is the relative energy (zero: lowest compared OMol25 entry of this formula, charge and spin) in the third record?
279.4 kJ/mol